Formula: C5H6O
Source: the Open Molecules 2025 dataset
Level of theory: ωB97M-V/def2-TZVPD

The HOMO-LUMO gap comes out at 0.329 hartree. The value obtained for the energy relative to the best compared isomer or geometry (same formula, charge and spin) is 2.7719 eV. The value obtained for the energy is -269.2444 hartree. As for the largest force on an atom: 2.3 eV/Å.

```
! RIJCOSX wB97M-V def2-TZVPD def2/J DEFGRID3
* xyz 0 1
C 0.957 -1.170 1.312
C 0.348 -0.063 0.433
C -0.445 -0.398 -0.644
C -1.013 0.743 -1.227
C -0.745 1.940 -0.691
O 0.473 1.230 0.620
H 0.615 -2.157 0.959
H 0.677 -1.097 2.368
H 2.053 -1.191 1.274
H -0.662 -1.395 -0.977
H -1.690 0.744 -2.074
H -0.567 2.815 -1.352
*
```